No. 1
{
  "formula": "H28O14",
  "method": "wB97M-V/def2-TZVPD",
  "species": ["H", "H", "H", "H", "H", "H", "H", "H", "H", "H", "H", "H", "H", "H", "H", "H", "H", "H", "H", "H", "H", "H", "H", "H", "H", "H", "H", "H", "O", "O", "O", "O", "O", "O", "O", "O", "O", "O", "O", "O", "O", "O"],
  "coordinates": [[0.068, 0.760, -0.540], [-0.463, -0.664, -0.541], [-4.292, -1.602, -2.139], [-5.277, -0.513, -2.532], [1.146, 0.127, 1.414], [2.105, 0.330, 0.252], [-2.079, -2.791, 0.191], [-3.171, -3.070, 1.211], [-1.076, 1.945, 2.964], [0.148, 1.706, 3.834], [-2.454, 5.239, -0.288], [-2.847, 4.125, 0.669], [1.219, -2.789, -2.729], [0.831, -4.174, -3.221], [2.960, -3.471, -0.985], [3.786, -3.209, 0.264], [3.293, 2.748, -0.844], [2.284, 2.643, 0.289], [0.682, 4.527, -1.955], [0.998, 4.639, -0.472], [1.820, -4.206, 1.720], [2.038, -2.890, 2.450], [-0.488, 0.059, 2.202], [-0.413, -0.979, 1.095], [3.747, 0.427, -1.011], [3.566, 1.283, -2.254], [-3.803, 0.388, -0.158], [-3.839, -0.653, 0.949], [-0.742, 0.251, -0.658], [-5.209, -1.328, -2.022], [1.240, 0.600, 0.579], [-2.429, -2.481, 1.034], [-0.123, 2.086, 2.990], [-2.361, 4.290, -0.147], [0.468, -3.390, -2.794], [3.594, -3.889, -0.392], [3.211, 2.480, 0.079], [1.415, 4.494, -1.329], [1.679, -3.776, 2.572], [-0.955, -0.251, 1.419], [4.124, 1.184, -1.474], [-4.403, -0.207, 0.306]],
  "homo_ev": -9.325,
  "fmax_ev_per_a": 4.1
}

No. 2
{
  "formula": "C4H5NO2",
  "method": "wB97M-V/def2-TZVPD",
  "species": ["C", "C", "C", "O", "N", "C", "O", "H", "H", "H", "H", "H"],
  "coordinates": [[-1.216, -0.384, -0.930], [-0.203, -0.290, 0.224], [-0.101, 1.131, 0.762], [0.937, 1.641, 1.097], [1.094, -0.792, -0.143], [2.209, -0.501, 0.250], [3.339, -0.366, 0.528], [-0.764, -0.900, -1.777], [-2.115, -0.932, -0.637], [-1.534, 0.605, -1.277], [-0.583, -0.891, 1.067], [-1.063, 1.678, 0.837]],
  "homo_ev": -10.199,
  "fmax_ev_per_a": 0.9
}

No. 3
{
  "formula": "C5H7NO4",
  "method": "wB97M-V/def2-TZVPD",
  "species": ["H", "N", "C", "O", "C", "O", "C", "O", "C", "O", "C", "H", "H", "H", "H", "H", "H"],
  "coordinates": [[-4.193, 0.227, -1.507], [-3.217, 0.033, -2.032], [-2.533, -0.435, -1.091], [-3.298, -0.437, 0.158], [-1.058, -0.701, -1.068], [-0.614, -1.720, -1.531], [-0.153, 0.409, -0.506], [-0.496, 1.555, -0.643], [1.123, -0.058, 0.133], [1.748, 0.982, 0.799], [2.941, 0.589, 1.441], [-2.648, -0.545, 0.869], [0.868, -0.902, 0.808], [1.756, -0.487, -0.670], [3.368, 1.481, 1.913], [3.664, 0.181, 0.715], [2.743, -0.173, 2.213]],
  "homo_ev": -10.231,
  "fmax_ev_per_a": 4.1
}